The following is a quantum chemistry calculation of a single C20H23NO molecule, from the OMol25 dataset.

Bonds (Å) are listed after each position.
Cartesian coordinates (Å):
1 C 3.0274 1.3683 0.2603  C7 1.397, C15 1.388, C19 1.497
2 H -1.9553 2.7827 -0.0521  C36 1.092
3 C 5.0168 1.5250 -1.0996  H11 1.080, C15 1.384, C42 1.384
4 H -0.4131 -4.5270 0.2554  C27 1.087
5 C -4.3401 0.6593 -0.7170  C20 1.496, C24 1.536, H29 1.091, H37 1.094
6 C -2.8692 -1.3613 -1.1888  C16 1.386, C20 1.383, H22 1.081
7 C 3.1284 -0.0242 0.2062  C1 1.397, C9 1.389, C44 1.498
8 H 0.9471 1.7768 0.5238  C19 1.091
9 C 4.1627 -0.6263 -0.4982  C7 1.389, C42 1.384, H45 1.081
10 H 3.9138 3.2044 -0.3743  C15 1.081
11 H 5.7513 2.1352 -1.6045  C3 1.080
12 H 0.4187 -2.5701 1.6324  C30 1.096
13 H -4.7581 2.7675 -0.7917  C24 1.091
14 H -1.5435 -3.0026 -1.4775  C16 1.079
15 C 3.9817 2.1262 -0.4046  C1 1.388, C3 1.384, H10 1.081
16 C -1.7585 -2.1309 -0.8791  C6 1.386, H14 1.079, C40 1.387
17 H 1.3476 -4.4120 0.3445  C27 1.087
18 N 1.4660 -1.7215 0.1007  H28 1.009, C30 1.457, C44 1.353
19 C 1.8989 2.0186 0.9988  C1 1.497, H8 1.091, H21 1.088, H32 1.087
20 C -3.1728 -0.2355 -0.4449  C5 1.496, C6 1.383, C23 1.395
21 H 1.8601 1.6461 2.0204  C19 1.088
22 H -3.5003 -1.6422 -2.0204  C6 1.081
23 C -2.3513 0.1216 0.6245  C20 1.395, C26 1.496, C41 1.381
24 C -3.8781 2.1221 -0.7928  C5 1.536, H13 1.091, C36 1.541, H38 1.092
25 H -3.6486 1.2021 1.9165  C26 1.094
26 C -2.7202 1.3695 1.3625  C23 1.496, H25 1.094, H35 1.091, C36 1.534
27 C 0.4486 -3.9327 -0.0359  H4 1.087, H17 1.087, C30 1.523, H34 1.088
28 H 1.6055 -1.6387 -0.8949  N18 1.009
29 H -4.8403 0.3794 -1.6455  C5 1.091
30 C 0.3340 -2.5271 0.5402  H12 1.096, N18 1.457, C27 1.523, C40 1.516
31 H -3.3151 3.3836 0.8865  C36 1.091
32 H 2.0173 3.0991 1.0161  C19 1.087
33 O 1.9425 -0.8322 2.1245  C44 1.215
34 H 0.5098 -3.9051 -1.1220  C27 1.088
35 H -1.9447 1.6409 2.0801  C26 1.091
36 C -2.9299 2.5103 0.3578  H2 1.092, C24 1.541, C26 1.534, H31 1.091
37 H -5.0637 0.5552 0.0974  C5 1.094
38 H -3.3681 2.2703 -1.7464  C24 1.092
39 H -0.6084 -0.3733 1.7569  C41 1.081
40 C -0.9395 -1.7856 0.1855  C16 1.387, C30 1.516, C41 1.392
41 C -1.2473 -0.6502 0.9306  C23 1.381, H39 1.081, C40 1.392
42 C 5.1104 0.1452 -1.1472  C3 1.384, C9 1.384, H43 1.080
43 H 5.9166 -0.3286 -1.6871  C42 1.080
44 C 2.1288 -0.8775 0.9245  C7 1.498, N18 1.353, O33 1.215
45 H 4.2323 -1.7048 -0.5211  C9 1.081

E: -905.95639 hartree
SMILES string: Cc1ccccc1C(=O)N[C@H](C)c1ccc2c(c1)CCCC2
Total charge: 0
Energy relative to the best compared isomer or geometry (same formula, charge and spin): 3.01 kcal/mol
M: 293.4 g/mol
HOMO: -8.7 eV